Here is a 23-piece molecular cluster, C90H216N10O23 overall at a distorted geometry from the OMol25 dataset. Energies are from ωB97M-V with the def2-TZVPD basis set.

- LUMO energy (eV) = -0.449
- Kohn-Sham gap (eV) = 7.188
- electronic energy (Eh) = -5836.19533
- multiplicity = 1

Structure (XYZ):
```
339
Properties=species:S:1:pos:R:3:mulliken_charge:R:1
C 9.0563 -1.9475 2.7196 -1.73
C 7.9213 -3.0128 2.5305 1.68
C 7.1060 -2.4951 1.3501 1.43
C 7.7125 -2.9830 0.0490 -1.00
C 8.1583 -4.4602 0.0078 -1.28
C 9.0239 -4.9262 1.2014 1.78
N 8.4019 -4.4177 2.4417 0.09
O 9.1772 -4.7640 3.5875 -0.44
C 8.8262 -6.4729 1.1149 -1.99
C 10.5239 -4.5097 0.8953 -1.64
C 7.0358 -2.8413 3.8249 -1.65
H 9.5523 -1.7446 1.7704 0.40
H 9.9224 -2.3343 3.2566 0.33
H 8.7403 -0.9478 3.0176 0.38
H 6.0635 -2.8025 1.4324 -0.70
H 7.0344 -1.4168 1.2079 -0.51
H 8.6030 -2.4770 -0.3238 0.33
H 7.0436 -2.7730 -0.7857 0.30
H 8.6710 -4.6540 -0.9343 0.65
H 7.3277 -5.1501 -0.1412 -0.09
H 7.7775 -6.7575 1.0297 0.35
H 9.4834 -6.9007 0.3578 0.38
H 9.1702 -6.9100 2.0523 0.46
H 11.1727 -5.0757 1.5637 0.46
H 10.8544 -4.6192 -0.1376 0.35
H 10.6717 -3.4536 1.1210 0.38
H 7.6316 -3.1236 4.6929 0.46
H 6.2040 -3.5427 3.8886 0.39
H 6.5611 -1.8704 3.9670 0.12
H 10.0090 -4.3339 3.3761 0.41
C -1.5118 6.4475 3.3291 -1.81
C -0.9170 5.2825 4.1225 2.02
C -1.2117 5.5327 5.6180 -1.49
C -1.1195 4.2823 6.5168 -1.00
C -1.9889 3.1596 6.0643 -0.89
C -1.6515 2.7893 4.5640 2.73
N -1.5884 3.9779 3.6805 -0.21
O -1.4055 3.7133 2.3269 0.84
C -0.3770 2.0080 4.4499 -1.63
C -2.8446 1.9233 4.0765 -1.90
C 0.6575 5.1812 3.8195 -2.13
H -2.4790 6.8340 3.6505 0.40
H -1.5217 6.1331 2.2855 0.29
H -0.8493 7.3062 3.2206 0.36
H -0.5299 6.2911 6.0028 0.40
H -2.1792 6.0330 5.6588 0.44
H -1.4312 4.5228 7.5332 0.61
H -0.1172 3.9244 6.7523 0.32
H -3.0312 3.3613 6.3113 0.46
H -1.7368 2.2649 6.6337 0.04
H -0.5080 0.9669 4.7450 0.53
H 0.1446 2.0910 3.4965 -0.16
H 0.3373 2.2043 5.2496 0.40
H -3.7789 2.4713 4.1984 0.48
H -2.9690 1.5544 3.0584 0.00
H -2.9006 1.0335 4.7036 -0.02
H 1.2067 4.5677 4.5338 0.32
H 1.1266 6.1650 3.8055 0.61
H 0.8602 4.7738 2.8290 0.49
H -0.4504 3.6555 2.2494 -0.52
C 2.1934 -0.5321 -0.8085 -1.51
C 0.7867 -0.8679 -1.2441 3.65
C -0.0077 -1.3216 0.0456 -0.48
C -0.5469 -0.1578 0.8826 -0.71
C -1.3297 0.7941 -0.0221 0.59
C -0.6271 1.3355 -1.2478 3.34
N 0.1377 0.2902 -1.8940 0.21
O 0.7715 0.6336 -3.0650 0.37
C -1.7530 1.8640 -2.1797 -1.04
C 0.3630 2.5742 -1.0056 -0.95
C 0.8004 -2.0092 -2.1851 -1.32
H 2.2126 0.4021 -0.2473 -0.42
H 2.9007 -0.5437 -1.6377 0.55
H 2.6217 -1.1752 -0.0396 0.17
H -0.8894 -1.9103 -0.2077 -0.21
H 0.6280 -1.9867 0.6302 -0.39
H 0.1866 0.4529 1.4089 -1.05
H -1.1264 -0.6193 1.6821 1.08
H -1.7160 1.6117 0.5865 -0.82
H -2.1903 0.2293 -0.3806 -0.70
H -1.3906 2.5263 -2.9659 0.33
H -2.2202 1.0155 -2.6796 0.45
H -2.5046 2.4303 -1.6297 -1.09
H 1.4307 2.3602 -0.9564 -0.01
H 0.2638 3.4075 -1.7013 0.38
H 0.0056 2.9855 -0.0616 -0.44
H 1.5077 -1.8874 -3.0054 0.07
H -0.1778 -2.2940 -2.5725 0.38
H 1.2170 -2.7951 -1.5550 -0.34
H 1.5539 1.0954 -2.7549 -0.07
C -4.1697 -3.0332 -0.8124 -1.79
C -4.1684 -4.2496 -1.7422 2.53
C -4.8948 -5.3691 -0.9609 -1.01
C -5.3865 -6.5632 -1.7696 -0.98
C -6.3509 -6.0218 -2.8244 -1.32
C -5.6840 -4.8801 -3.7335 1.59
N -4.8675 -3.8967 -2.9839 0.15
O -4.2663 -2.8481 -3.7981 0.22
C -4.8061 -5.6485 -4.7587 -2.02
C -6.8619 -4.1205 -4.3743 -1.96
C -2.6848 -4.6529 -2.0667 -1.24
H -3.6375 -3.0848 0.1375 -0.41
H -5.1313 -2.6168 -0.5121 0.66
H -3.5742 -2.2093 -1.2057 0.12
H -4.2678 -5.8362 -0.2015 0.01
H -5.7410 -5.0289 -0.3640 0.59
H -5.9353 -7.2329 -1.1075 0.46
H -4.5233 -7.0596 -2.2130 0.33
H -7.2848 -5.7775 -2.3184 0.40
H -6.6514 -6.8128 -3.5116 0.50
H -5.4250 -6.3598 -5.3055 0.48
H -4.5488 -5.0102 -5.6040 0.43
H -3.9250 -6.1139 -4.3168 0.44
H -7.5653 -4.8198 -4.8261 0.40
H -7.4007 -3.5343 -3.6298 0.40
H -6.4452 -3.4428 -5.1194 0.37
H -2.0987 -3.7743 -2.3362 0.19
H -2.4973 -5.4187 -2.8194 0.51
H -2.0754 -5.1128 -1.2888 0.06
H -4.6472 -2.0919 -3.3457 0.26
C -2.6220 -2.7131 6.5330 -2.51
C -3.7295 -2.0666 7.3196 1.90
C -3.1968 -0.7500 7.9211 -1.07
C -4.1535 0.2886 8.5232 -0.79
C -5.0761 0.7658 7.4316 -0.62
C -5.7555 -0.4217 6.7346 1.52
N -4.7543 -1.5229 6.3639 1.25
O -5.3135 -2.4425 5.5466 -0.56
C -6.9473 -0.9448 7.5725 -1.97
C -6.3911 0.0571 5.3989 -2.04
C -4.1585 -3.0731 8.4146 -1.81
H -1.7676 -3.0517 7.1190 0.47
H -2.2430 -2.0431 5.7613 0.26
H -3.0066 -3.6042 6.0369 0.45
H -2.6285 -1.0737 8.7931 0.44
H -2.5600 -0.2566 7.1868 0.20
H -3.4497 1.0771 8.7900 0.50
H -4.6664 -0.1615 9.3731 0.38
H -4.5774 1.3025 6.6245 -0.16
H -5.8358 1.4001 7.8885 0.47
H -7.3685 -1.8653 7.1681 0.37
H -6.6874 -1.0271 8.6278 0.33
H -7.6961 -0.1536 7.6090 0.49
H -7.0261 0.9431 5.3995 0.40
H -5.5397 0.1731 4.7283 0.18
H -6.9946 -0.7118 4.9166 0.49
H -4.6805 -3.9140 7.9580 0.39
H -4.8843 -2.6083 9.0818 0.37
H -3.4032 -3.5187 9.0620 0.37
H -4.8899 -2.1230 4.7465 0.31
C -1.5372 8.0533 -2.7528 -1.72
C -1.6302 7.6833 -4.2472 1.74
C -2.7010 6.6544 -4.5387 -0.53
C -4.1003 7.1833 -4.2747 -0.07
C -4.2782 8.3940 -5.1309 -1.76
C -3.2112 9.4981 -4.9703 1.86
N -1.8307 8.8708 -5.0652 0.17
O -0.7700 9.7616 -4.8492 -0.49
C -3.3303 10.4095 -6.2037 -1.98
C -3.4906 10.3677 -3.7253 -1.83
C -0.2837 6.9764 -4.5795 -1.92
H -1.1335 7.2404 -2.1493 0.43
H -2.4433 8.3521 -2.2259 0.25
H -0.8862 8.8978 -2.5265 0.36
H -2.6364 6.2251 -5.5385 0.46
H -2.5128 5.8415 -3.8373 -0.21
H -4.2375 7.3804 -3.2115 0.03
H -4.9171 6.5267 -4.5743 0.54
H -5.2281 8.8507 -4.8528 0.50
H -4.3814 8.1889 -6.1964 0.37
H -2.4773 11.0809 -6.3019 0.43
H -3.2804 9.8624 -7.1451 0.43
H -4.2087 11.0549 -6.2115 0.40
H -3.9786 9.7912 -2.9395 0.34
H -2.5553 10.8072 -3.3786 0.30
H -4.2046 11.1567 -3.9616 0.49
H -0.1206 6.6628 -5.6106 0.49
H -0.0831 6.0594 -4.0253 0.12
H 0.4825 7.7184 -4.3548 0.50
H -0.5129 9.9203 -5.7604 0.39
C 5.5641 -4.4426 -6.3047 -1.93
C 4.9513 -5.2682 -5.1724 1.61
C 5.9645 -6.3713 -4.6194 -1.35
C 5.5713 -7.0514 -3.3284 -0.92
C 5.1580 -5.9317 -2.3115 -1.43
C 4.1558 -4.9612 -2.7302 2.50
N 4.6197 -4.3600 -4.0106 0.08
O 4.0965 -3.1081 -4.3014 0.21
C 2.7910 -5.6899 -2.8486 -1.69
C 4.0846 -3.8652 -1.6493 -0.26
C 3.7008 -5.9292 -5.8378 -1.67
H 4.7902 -3.8097 -6.7390 0.33
H 6.1375 -5.0911 -6.9671 0.49
H 6.3215 -3.7769 -5.8910 0.37
H 6.1706 -7.2428 -5.2408 0.40
H 6.9583 -5.9625 -4.4369 0.43
H 6.3833 -7.6967 -2.9933 0.48
H 4.7183 -7.7016 -3.5227 0.32
H 6.0923 -5.4177 -2.0860 0.18
H 4.9441 -6.4002 -1.3509 0.63
H 2.6462 -6.4814 -3.5838 0.38
H 2.5950 -6.2603 -1.9407 0.30
H 2.0464 -4.9141 -3.0276 0.22
H 3.2785 -3.1601 -1.8523 -0.52
H 3.6966 -4.2188 -0.6940 0.23
H 5.0571 -3.4002 -1.4881 -0.75
H 2.8153 -5.3022 -5.7330 0.30
H 3.4275 -6.8802 -5.3808 0.33
H 3.8303 -6.0881 -6.9084 0.47
H 3.2167 -3.3411 -4.6068 0.28
C -6.3669 1.9534 1.9869 -2.26
C -6.5069 2.6517 0.6153 1.64
C -7.5510 3.8038 0.8700 -1.08
C -7.4998 4.9228 -0.1705 -0.88
C -6.1260 5.4384 -0.4565 -1.54
C -5.0396 4.3773 -0.7352 2.49
N -5.1898 3.1843 0.1722 -0.18
O -4.2575 2.2145 -0.0860 1.47
C -5.2090 4.1045 -2.2885 -1.46
C -3.6478 5.0171 -0.4785 -1.94
C -7.0417 1.7131 -0.4957 -1.66
H -5.8381 2.5969 2.6901 0.50
H -5.7375 1.0739 1.8516 0.24
H -7.3355 1.6744 2.4017 0.48
H -8.5030 3.3767 0.5549 0.31
H -7.5749 4.0885 1.9219 0.43
H -8.0887 5.7861 0.1391 0.47
H -7.9186 4.6097 -1.1270 0.33
H -5.7220 5.9471 0.4187 0.62
H -6.1819 6.1824 -1.2511 0.22
H -4.8325 4.9611 -2.8475 -0.07
H -4.6771 3.2431 -2.6923 -0.06
H -6.2249 4.0845 -2.6831 0.62
H -3.8550 6.0779 -0.6193 0.72
H -3.3169 4.7857 0.5339 0.32
H -2.8609 4.7685 -1.1905 -0.13
H -8.1043 1.4928 -0.3936 0.53
H -6.5862 0.7292 -0.3836 -0.02
H -6.8594 2.0844 -1.5042 0.49
H -3.5424 2.4608 0.5052 -0.44
C -2.2898 -3.9591 2.6523 -1.35
C -0.9496 -4.6012 2.8271 2.33
C -0.7782 -5.2995 1.4698 -0.63
C 0.5870 -5.9984 1.4386 -1.70
C 1.6906 -5.0111 1.5618 0.17
C 1.5313 -4.1931 2.9357 1.72
N 0.1506 -3.6766 3.0334 1.38
O -0.1417 -2.7774 4.0426 -0.39
C 2.1456 -4.9549 4.1730 -2.05
C 2.5002 -2.9936 2.8010 -1.87
C -1.0748 -5.6477 3.9333 -2.01
H -3.0908 -4.5414 2.1969 0.42
H -2.1884 -3.0811 2.0143 -0.36
H -2.7297 -3.7238 3.6214 -0.08
H -1.6458 -5.9264 1.2639 0.48
H -0.8520 -4.5074 0.7247 -0.26
H 0.6960 -6.5848 0.5263 0.35
H 0.8142 -6.6841 2.2549 0.42
H 1.5977 -4.2613 0.7761 -0.60
H 2.6692 -5.4909 1.5436 0.67
H 3.2061 -5.2034 4.2142 0.39
H 2.1142 -4.2944 5.0395 0.43
H 1.6327 -5.8571 4.5063 0.41
H 2.5944 -2.5284 3.7823 0.66
H 3.5254 -3.2701 2.5551 0.30
H 2.0665 -2.2920 2.0884 -0.28
H -0.4882 -6.5601 3.8255 0.29
H -2.0914 -5.9582 4.1746 0.47
H -0.7007 -5.2855 4.8908 0.42
H 0.1202 -1.9605 3.6115 0.22
C 6.3922 4.7479 2.5849 -1.97
C 5.3709 3.6502 2.1593 2.09
C 6.0936 2.7592 1.1065 -2.10
C 5.5698 1.3486 0.8145 0.41
C 5.3205 0.6070 2.1134 -1.08
C 4.5317 1.3992 3.1780 2.00
N 5.0316 2.7586 3.3286 0.67
O 4.5174 3.4069 4.4722 -0.44
C 3.0911 1.3490 2.6359 -0.18
C 4.7060 0.5085 4.4583 -1.74
C 4.0589 4.2335 1.5411 -1.46
H 5.9861 5.5385 3.2159 0.37
H 6.9372 5.2070 1.7602 0.39
H 7.2132 4.4814 3.2505 0.46
H 5.9795 3.2090 0.1202 0.59
H 7.1772 2.8327 1.1989 0.29
H 6.3326 0.7647 0.2994 0.70
H 4.6986 1.3432 0.1595 -0.46
H 6.2809 0.3230 2.5436 0.12
H 4.8893 -0.3707 1.8983 -0.06
H 2.6374 0.3860 2.8703 0.13
H 2.4756 2.0853 3.1528 0.22
H 3.0492 1.5062 1.5581 -0.87
H 5.7479 0.4659 4.7755 0.39
H 3.9846 0.9213 5.1636 0.53
H 4.4853 -0.5333 4.2256 0.02
H 4.2410 4.8943 0.6936 0.50
H 3.6073 4.7647 2.3789 0.25
H 3.2205 3.6003 1.2509 -0.02
H 5.2975 3.5106 5.0220 0.32
O 1.9651 -2.1225 -5.9627 -0.62
H 2.1225 -2.5920 -6.7818 0.25
H 2.7560 -1.6001 -5.8297 0.21
O -2.8893 -1.2117 -5.8231 -0.66
H -2.0423 -1.0302 -5.4158 0.28
H -3.4462 -0.4808 -5.5547 0.48
O 1.5272 4.0729 -7.1690 -0.63
H 1.1924 3.3695 -6.6127 0.52
H 2.2950 4.4031 -6.7024 0.23
O 6.4730 -1.5789 -3.3392 -0.74
H 5.7612 -2.1966 -3.5065 0.32
H 6.0322 -0.7667 -3.0897 0.25
O 0.7056 2.0095 -5.6424 -0.78
H 0.3524 1.1205 -5.6102 0.42
H 1.4561 1.9913 -5.0485 0.36
O -4.7961 -0.2893 -2.6079 -0.20
H -5.6806 -0.2787 -2.2421 0.12
H -4.2742 0.2212 -1.9888 -0.11
O 5.2401 0.8146 -4.6465 -0.50
H 4.9365 0.3242 -5.4104 0.27
H 5.9587 1.3534 -4.9774 0.25
O 4.5917 4.2496 -4.0394 -0.59
H 4.4371 4.4888 -4.9532 0.28
H 5.4618 4.5975 -3.8442 0.28
O -4.0842 1.0396 -4.9119 -0.60
H -4.2281 0.8620 -3.9824 0.18
H -4.9089 1.4202 -5.2140 0.26
O 3.0223 2.0259 -4.1757 -0.62
H 3.2887 2.9386 -4.0653 0.18
H 3.8452 1.5386 -4.2145 0.29
O -2.1112 -4.5470 -5.4396 -0.74
H -1.3737 -4.4442 -4.8381 0.28
H -2.8863 -4.4153 -4.8936 0.32
O -1.8865 3.5375 -5.8506 -0.53
H -1.1416 3.0088 -5.5646 0.24
H -2.6511 2.9878 -5.6788 0.31
O -0.2688 -0.6572 -5.2770 -0.82
H -0.1327 -0.2131 -4.4400 0.42
H 0.4728 -1.2576 -5.3535 0.39
```


Here is a 2-piece molecular cluster, C4H9N3O2 overall at a distorted geometry from the OMol25 dataset. Energies are from ωB97M-V with the def2-TZVPD basis set.

- relative energy (zero: lowest compared OMol25 entry of this formula, charge and spin) (kcal per mole) = 33.2
- SMILES = NC(=O)[C@H](N)O.CC#N
- LUMO energy (eV) = 0.620
- Kohn-Sham gap (eV) = 8.864
- electronic energy (Eh) = -472.54072
- multiplicity = 1

Structure (XYZ):
```
18
Properties=species:S:1:pos:R:3:mulliken_charge:R:1
N -0.0697 1.7481 -0.1133 -0.29
C -0.4285 0.5012 -0.4878 0.16
O -0.6862 0.1871 -1.6379 -0.67
C -1.2608 -0.3629 0.8484 0.08
N -2.6188 -0.0021 0.8043 -0.56
O -0.6795 -0.0348 2.0222 -0.61
H 0.1203 1.9248 0.8600 0.25
H 0.0698 2.4778 -0.7965 0.23
H -1.1218 -1.4041 0.5359 0.32
H -2.7786 0.9333 1.1566 0.27
H -3.0175 -0.1223 -0.1178 0.28
H 0.3062 -0.3277 1.9829 0.47
C 2.1131 -0.9792 -1.3189 -1.03
C 1.7316 -0.6845 0.0495 0.75
N 1.7228 -0.7061 1.2135 -0.58
H 2.7756 -1.8442 -1.3340 0.34
H 1.2187 -1.1942 -1.9091 0.31
H 2.6031 -0.1101 -1.7582 0.28
```